45
Properties=species:S:1:pos:R:3:forces:R:3 method="wB97M-V/def2-TZVPD" gap_ha="0.2264 / 0.2597" spin_multiplicity=3 homo_energy_ha="-0.2123 / -0.2800" lumo_energy_ev="0.38 / -0.55" total_energy_ev=-54274.58992 s2=2.0556 relative_energy_kj_mol=0.0
Pd -0.205 0.047 0.083 0.291 0.076 0.344
C -2.067 2.280 4.541 -0.054 -0.095 0.123
S -2.302 3.140 2.979 0.088 0.022 -0.142
C -1.346 2.166 1.855 -0.159 0.081 0.230
S -1.295 0.420 2.038 -0.056 0.072 0.065
N -0.806 2.828 0.894 0.128 -0.484 -0.314
N -0.241 1.991 -0.050 -0.043 0.271 0.232
C 0.560 2.516 -0.974 0.026 -0.048 -0.073
C 1.215 1.624 -1.836 -0.006 0.077 -0.026
C 2.059 2.024 -2.903 -0.045 -0.044 0.023
C 2.624 1.085 -3.713 0.027 -0.011 -0.033
C 2.350 -0.285 -3.493 -0.002 0.015 -0.017
C 1.539 -0.620 -2.441 -0.096 0.023 0.089
N 1.001 0.278 -1.602 0.045 -0.010 -0.110
H -2.782 2.728 5.230 0.028 0.022 0.010
H -1.059 2.420 4.928 0.014 0.001 -0.033
H -2.288 1.219 4.456 -0.024 -0.001 -0.049
H 0.686 3.589 -1.024 -0.011 0.002 -0.004
H 2.235 3.079 -3.062 -0.002 0.015 0.008
H 3.269 1.390 -4.526 -0.001 -0.021 -0.013
H 2.752 -1.057 -4.133 0.016 0.007 -0.011
H 1.279 -1.654 -2.244 0.033 -0.007 -0.020
F -6.290 0.488 1.903 -0.011 -0.012 0.007
C -5.325 0.351 0.970 -0.039 0.033 0.045
C -4.681 1.487 0.507 0.032 -0.035 -0.071
C -3.692 1.341 -0.442 -0.088 0.056 0.080
C -3.326 0.067 -0.931 0.286 0.032 -0.072
C -2.241 -0.072 -1.824 -0.524 -0.044 -0.396
C -4.021 -1.054 -0.432 -0.102 -0.079 0.085
C -5.019 -0.918 0.513 0.063 0.023 -0.040
H -4.948 2.455 0.907 0.003 0.003 0.009
H -3.151 2.213 -0.789 0.003 -0.006 -0.023
H -1.981 -1.043 -2.225 0.040 -0.006 0.061
H -1.838 0.796 -2.327 0.133 0.010 0.121
H -3.769 -2.040 -0.806 0.004 0.007 -0.026
H -5.560 -1.770 0.902 -0.002 -0.011 -0.003
N 1.128 -2.619 0.282 -0.112 0.084 0.025
C 1.021 -3.939 0.510 0.027 -0.031 0.009
C -0.312 -4.203 0.722 0.027 0.027 -0.025
C -0.949 -2.958 0.607 -0.056 0.070 0.054
N -0.066 -2.009 0.341 0.091 -0.001 -0.118
H 1.948 -2.058 0.124 0.047 -0.025 0.001
H 1.889 -4.574 0.508 -0.012 -0.025 0.002
H -0.765 -5.155 0.931 0.004 -0.016 0.013
H -1.987 -2.692 0.721 -0.009 -0.020 -0.018

---

42
Properties=species:S:1:pos:R:3:forces:R:3 method="wB97M-V/def2-TZVPD" gap_ha=0.3174 spin_multiplicity=1 homo_energy_ha=-0.3055 lumo_energy_ev=0.32 smiles="CC(=O)Nc1cccc(C(=O)OCCCOc2ccc(F)cc2)c1" total_energy_ev=-31343.04780 relative_energy_kj_mol=1246.8
C 0.481 -6.674 2.526 4.097 -0.611 4.038
C 1.439 -5.345 2.449 -4.397 -5.403 -0.652
O 2.369 -5.199 3.104 5.229 0.230 4.859
N 1.156 -4.545 1.487 -2.238 1.346 -3.168
C 1.903 -3.280 1.239 -13.614 -7.625 -6.594
C 1.185 -2.747 0.151 -3.711 -1.863 -0.920
C 1.657 -1.601 -0.182 3.750 8.361 -5.975
C 2.979 -0.962 0.256 -1.726 -2.324 2.886
C 3.511 -1.701 1.325 -1.013 2.045 -2.096
C 2.861 -2.834 1.807 8.747 3.637 3.795
H 3.263 -3.540 2.424 1.615 -0.811 2.348
H 4.388 -1.371 1.783 1.331 0.418 0.724
H 3.401 0.064 0.112 -0.905 -1.287 -0.783
C 1.133 -0.742 -1.572 4.226 1.668 4.196
O 1.766 0.360 -1.910 -4.363 -6.016 0.811
O 0.032 -1.419 -1.960 1.815 3.607 -1.071
C -0.555 -0.607 -2.969 0.517 -3.095 -8.085
C -1.748 0.144 -2.596 -0.148 2.492 -2.487
H -2.209 0.673 -3.691 1.192 -1.791 3.327
H -2.507 -0.503 -2.124 0.259 0.782 0.073
C -1.151 1.356 -1.813 -12.933 -7.618 9.047
H -0.579 1.750 -2.352 8.863 6.525 -7.502
O -2.453 2.118 -1.660 1.892 -0.736 0.797
C -2.375 3.168 -0.813 9.525 -2.585 0.241
C -3.205 4.092 -0.843 -11.345 6.885 3.877
C -3.392 5.287 0.080 6.493 -1.447 1.051
C -2.132 5.683 0.838 -3.644 -6.256 -8.098
C -1.011 4.901 0.314 0.150 1.172 4.245
C -1.099 3.630 -0.185 -3.062 0.937 -1.298
H -0.197 3.189 -0.350 2.241 -1.626 -0.389
H -0.052 5.242 0.799 -0.627 -0.501 -1.022
F -1.988 6.787 1.391 0.678 3.762 2.669
H -4.291 5.812 0.239 -1.042 0.285 -0.235
H -4.267 3.723 -0.942 0.821 0.477 -1.477
H -0.824 0.986 -0.781 -0.068 0.950 -1.489
H 0.139 -0.072 -3.837 -0.702 -0.317 3.517
H -0.721 -1.376 -3.845 -0.927 0.628 1.893
H 0.091 -3.192 -0.429 3.836 1.282 2.133
H 0.336 -4.899 0.873 2.206 1.729 1.197
H -0.507 -6.544 2.617 -3.848 1.499 1.044
H 0.454 -7.196 1.670 0.864 -1.740 -3.696
H 0.723 -7.576 3.333 -0.032 2.934 -1.733